1.
# C26H36N3O

A 2-piece molecular cluster, C26H36N3O overall (ωB97M-V/def2-TZVPD, the Open Molecules 2025 dataset).

The highest occupied orbital energy comes out at -9.80 eV. The calculation puts the gap between HOMO and LUMO at 5.4 eV. The calculation puts the relative energy (zero: lowest compared OMol25 entry of this formula, charge and spin) at 44.5 kcal/mol. The LUMO energy comes out at -4.41 eV. Its total charge is +1.

Last column: natural (NBO) charge in e.
Cartesian coordinates (Å):
O: 4.39 1.30 4.12  -0.519
N: 1.99 1.77 -4.89  -0.375
N: 1.70 1.33 4.36  -0.467
N: -4.13 -3.10 0.97  -0.381
C: 2.35 2.60 4.43  -0.217
C: 0.02 0.61 0.25  0.067
C: -3.12 -2.20 0.81  0.271
C: 3.81 0.12 4.67  -0.076
C: -5.50 -2.87 0.55  -0.213
C: -6.30 -4.07 1.09  -0.411
C: -1.02 -0.34 0.46  -0.115
C: 3.29 1.79 -6.90  -0.412
C: -5.26 -5.12 1.51  -0.411
C: 3.84 2.47 4.73  -0.076
C: -2.07 -0.46 -0.50  -0.138
C: 0.28 1.32 4.22  -0.380
C: -3.91 -4.41 1.54  -0.211
C: 2.50 3.11 -6.80  -0.410
C: -2.01 -2.19 1.70  -0.263
C: 0.56 0.88 -1.03  -0.194
C: 2.89 0.94 -5.68  -0.217
C: 0.99 2.19 -1.38  -0.117
C: 0.69 -0.15 -2.02  -0.115
C: 1.29 0.12 -3.24  -0.267
C: 2.33 0.04 4.35  -0.216
C: -3.15 -1.28 -0.27  -0.274
C: 1.88 3.12 -5.40  -0.217
C: 1.34 2.49 -2.68  -0.227
C: 1.56 1.46 -3.63  0.270
C: -1.06 -1.19 1.61  -0.135
H: 4.38 3.31 4.27  0.203
H: 2.20 -0.42 3.35  0.149
H: -0.13 2.25 4.65  0.208
H: -4.00 -1.28 -0.96  0.234
H: -2.04 0.15 -1.41  0.232
H: -0.13 0.45 4.76  0.193
H: 2.40 0.00 -5.99  0.205
H: -5.89 -1.92 0.96  0.211
H: 0.34 -1.16 -1.80  0.235
H: 2.24 3.13 3.46  0.156
H: -7.01 -4.44 0.35  0.229
H: 1.51 3.53 -2.96  0.227
H: 3.94 0.08 5.77  0.169
H: -5.22 -5.93 0.77  0.218
H: -3.53 -4.33 2.57  0.196
H: -1.96 -2.94 2.49  0.233
H: 1.51 -0.70 -3.94  0.234
H: 3.09 1.27 -7.83  0.228
H: -0.29 -1.08 2.38  0.233
H: 3.98 2.46 5.82  0.168
H: 0.38 1.19 1.10  0.224
H: 0.96 2.97 -0.62  0.229
H: 1.85 3.20 5.21  0.190
H: -5.57 -2.80 -0.55  0.192
H: -6.88 -3.76 1.97  0.218
H: 3.14 3.98 -6.96  0.229
H: -0.05 1.24 3.17  0.140
H: 0.83 3.45 -5.41  0.213
H: 4.37 2.00 -6.87  0.221
H: 4.34 -0.71 4.18  0.201
H: 1.70 3.13 -7.55  0.219
H: 3.78 0.66 -5.10  0.204
H: 2.45 3.82 -4.75  0.190
H: -3.15 -4.95 0.95  0.203
H: 1.81 -0.59 5.09  0.186
H: -5.49 -5.57 2.48  0.229

***

2.
# C26H36N3P2Pd

C26H36N3P2Pd as an isolated structure (ωB97M-V/def2-TZVPD, the Open Molecules 2025 dataset).

The highest occupied orbital energy comes out at -9.66 eV. The calculation puts the gap between HOMO and LUMO at 6.8 eV. The calculation puts the relative energy (zero: lowest compared OMol25 entry of this formula, charge and spin) at 11.4 kcal/mol. The LUMO energy comes out at -2.89 eV. Its total charge is +1.

Last column: natural (NBO) charge in e.
Cartesian coordinates (Å):
Pd: -0.37 0.02 -0.03  0.559
P: -1.80 -0.91 -1.55  1.045
P: 0.53 -2.03 -0.02  1.112
N: -1.64 1.31 1.36  -0.489
N: 1.37 1.40 -1.42  -0.492
N: 1.00 0.72 1.28  -0.716
C: -1.27 -2.85 -3.55  -0.182
C: -0.56 -3.93 -4.06  -0.179
C: -1.67 0.78 3.82  -0.231
C: 0.86 -3.93 -2.11  -0.136
C: 0.50 -4.47 -3.34  -0.191
C: 0.88 2.11 -2.59  -0.405
C: -0.98 0.42 4.97  -0.211
C: 2.98 3.85 1.62  -0.180
C: 1.92 2.25 -0.38  0.037
C: 3.17 4.21 0.29  -0.248
C: 0.38 0.65 2.55  0.214
C: -0.28 -3.05 1.26  -0.952
C: 2.37 0.42 -1.83  -0.412
C: 1.07 0.30 3.71  -0.261
C: -2.38 0.20 -2.86  -0.947
C: 2.28 2.70 1.95  -0.297
C: -3.08 1.01 1.34  -0.410
C: 2.63 3.40 -0.70  -0.212
C: -1.45 2.76 1.15  -0.415
C: -3.35 -1.70 -0.99  -0.943
C: 0.39 0.19 4.92  -0.194
C: -0.91 -2.29 -2.33  -0.343
C: 2.27 -2.34 0.36  -0.965
C: 1.74 1.86 0.96  0.228
C: 0.16 -2.83 -1.61  -0.377
C: -1.00 0.89 2.62  0.068
H: -1.57 0.78 -3.27  0.256
H: 1.92 -0.36 -2.45  0.194
H: -2.09 -2.45 -4.13  0.220
H: 0.93 -0.08 5.82  0.226
H: 2.92 -2.05 -0.47  0.256
H: 1.06 -5.31 -3.73  0.234
H: 3.38 4.47 2.41  0.221
H: -1.88 3.03 0.19  0.202
H: 1.69 2.61 -3.15  0.185
H: -3.88 -2.10 -1.86  0.247
H: 2.81 -0.04 -0.94  0.208
H: -2.74 0.96 3.88  0.221
H: -3.13 -2.51 -0.30  0.248
H: 0.42 1.40 -3.27  0.189
H: 3.72 5.10 0.03  0.222
H: -3.63 1.61 2.07  0.198
H: -0.40 3.01 1.16  0.235
H: 0.15 2.87 -2.30  0.212
H: -3.98 -0.96 -0.50  0.249
H: 2.42 -3.39 0.58  0.243
H: -0.83 -4.36 -5.01  0.234
H: 0.05 -2.69 2.24  0.262
H: 2.13 2.46 2.99  0.221
H: -1.36 -2.94 1.21  0.242
H: -3.24 -0.05 1.55  0.212
H: 2.13 0.11 3.65  0.227
H: 1.69 -4.35 -1.56  0.217
H: -3.47 1.25 0.35  0.201
H: -3.12 0.88 -2.42  0.253
H: -1.51 0.32 5.91  0.226
H: 3.19 0.89 -2.39  0.193
H: -1.96 3.33 1.94  0.197
H: 2.53 -1.74 1.23  0.275
H: -2.87 -0.37 -3.66  0.245
H: 2.77 3.67 -1.73  0.213
H: -0.01 -4.10 1.14  0.243

***

3.
# C26H36N6O2S3SbSc

C26H36N6O2S3SbSc as an isolated structure (ωB97M-V/def2-TZVPD, the Open Molecules 2025 dataset).

The highest occupied orbital energy (alpha / beta) comes out at -7.64 / -7.64 eV. The calculation puts the gap between HOMO and LUMO (alpha / beta) at 4.1 / 4.1 eV. The calculation puts the relative energy (zero: lowest compared OMol25 entry of this formula, charge and spin) at 57.2 kcal/mol. The LUMO energy (alpha / beta) comes out at -3.56 / -3.58 eV. The spin multiplicity is 2. Its total charge is +1.

Last column: Löwdin charge in e.
Cartesian coordinates (Å):
Sb: 1.01 3.34 6.04  0.395
Sc: 0.35 1.65 1.30  0.843
S: -1.35 2.70 6.40  -0.199
S: -0.08 3.16 3.64  -0.110
S: -1.25 1.69 4.59  -0.116
O: -0.23 0.87 -0.45  -0.162
O: -0.70 0.01 2.03  -0.182
N: -2.95 -2.35 -0.21  0.086
N: -1.91 2.37 1.33  -0.063
N: 1.91 0.66 2.67  -0.028
N: -2.94 -0.87 -2.98  -0.016
N: 2.34 1.72 0.11  -0.036
N: 0.26 3.87 0.48  -0.037
C: 0.19 0.67 -1.68  -0.271
C: -2.64 -2.24 -3.39  -0.194
C: -2.05 -0.10 -2.24  -0.083
C: -0.27 -1.19 1.95  -0.278
C: 1.94 0.66 -3.38  0.001
C: -2.13 3.76 0.90  -0.230
C: 1.95 -0.57 2.97  -0.048
C: -2.24 -1.80 0.74  0.021
C: 1.51 0.94 -2.06  -0.128
C: 2.50 1.42 -1.13  -0.070
C: -3.22 -3.32 -2.47  -0.157
C: 1.07 -5.35 2.00  -0.038
C: 0.61 -3.92 1.92  -0.250
C: 1.08 0.13 -4.32  -0.270
C: -0.72 0.12 -2.64  -0.146
C: 1.53 -0.13 -5.73  -0.046
C: -1.07 4.11 -0.13  -0.215
C: -0.23 -0.14 -3.93  0.015
C: -0.56 -3.56 1.31  0.026
C: 2.98 1.52 3.20  -0.236
C: 3.58 2.12 0.81  -0.194
C: 3.30 2.63 2.22  -0.185
C: 1.01 -1.57 2.48  -0.092
C: -1.02 -2.22 1.30  -0.097
C: -2.56 -3.45 -1.10  -0.152
C: 1.39 -2.89 2.48  0.051
H: -2.02 4.39 1.77  0.103
H: 2.62 1.92 4.15  0.010
H: 2.34 -3.15 2.92  0.136
H: -4.30 -3.17 -2.35  0.120
H: 3.50 1.52 -1.55  0.139
H: 0.41 -6.02 1.44  0.079
H: -1.47 -3.43 -1.18  0.133
H: -3.10 -4.28 -2.96  0.123
H: 2.77 -0.95 3.59  0.146
H: 4.10 2.88 0.23  0.124
H: 3.87 0.92 3.40  0.127
H: 0.39 4.53 1.24  0.072
H: 2.08 -5.46 1.60  0.087
H: 2.97 0.87 -3.65  0.122
H: -3.02 -2.41 -4.39  0.122
H: -1.18 -4.34 0.88  0.111
H: 4.24 1.25 0.87  0.130
H: -3.92 -0.69 -2.81  0.125
H: -2.34 2.19 2.23  0.037
H: 1.60 0.80 -6.30  0.086
H: -3.81 -1.88 -0.45  0.154
H: -1.56 -2.34 -3.44  0.116
H: 0.99 4.05 -0.21  0.099
H: 2.52 -0.60 -5.75  0.081
H: -2.44 0.43 -1.39  0.102
H: -3.13 3.91 0.49  0.124
H: -2.65 -0.87 1.14  0.152
H: -1.19 5.15 -0.46  0.125
H: -2.86 -4.39 -0.64  0.128
H: -1.16 3.47 -1.01  0.117
H: -0.92 -0.52 -4.68  0.117
H: 1.09 -5.70 3.04  0.090
H: -2.30 1.71 0.66  0.075
H: 4.17 3.18 2.59  0.128
H: 2.48 3.36 2.20  0.074
H: 0.84 -0.78 -6.26  0.076